1.
Below is a cluster of 15 separate species, C52H104O31 in total in a non-equilibrium geometry, with properties calculated with ωB97M-V/def2-TZVPD.

CARTESIAN COORDINATES (ANGSTROEM)
H  -33.9696  31.8622  -5.8653
H  -34.4521  23.6341  6.5153
O  -40.0121  15.8276  -7.0211
H  -29.8792  21.4727  -9.3712
C  -30.2395  27.2894  -12.6688
H  -41.4389  14.5445  -6.4615
H  -28.7284  18.9595  -9.6396
C  -40.4655  14.4830  -6.9481
O  -30.6332  18.3961  -9.7731
H  -31.9349  34.6907  -3.4917
C  -37.5550  20.6544  0.6302
H  -40.1551  18.5195  -7.9672
C  -31.6286  16.8523  -3.3942
C  -46.8621  23.7939  -4.8004
C  -33.7305  33.4895  -3.0624
H  -24.7425  19.4237  -4.6058
H  -45.7697  28.5160  3.4438
C  -45.4129  28.1819  2.4696
H  -44.0393  34.1603  -2.7237
H  -47.5963  24.5822  -4.9671
C  -42.0277  28.6343  -8.5430
H  -32.1892  18.6824  -11.0487
H  -33.0885  34.1696  -5.5644
H  -32.0971  20.9390  -9.1655
H  -42.8126  28.4434  -7.8111
H  -32.1946  17.6227  -3.9180
O  -25.8331  29.6902  1.6287
C  -40.8085  34.8895  -3.1144
C  -25.9572  29.8691  -5.0125
H  -46.1940  28.2080  1.7099
C  -31.2100  26.3265  -14.4972
C  -32.2975  33.6685  -3.5998
H  -37.3304  27.2635  -9.2787
H  -24.5521  23.4807  -7.7162
O  -31.0096  18.2310  -0.3127
H  -39.9304  13.8627  -6.2291
O  -31.4957  27.0089  -13.3017
O  -34.1497  24.5077  4.2924
H  -42.1294  28.2319  2.1871
O  -34.9206  26.6946  4.4817
H  -42.9251  28.5596  3.7023
C  -44.4688  23.8706  -4.4590
C  -26.3644  28.3800  1.4926
H  -43.2595  26.1179  1.9374
H  -32.7650  31.2115  -4.7486
H  -42.3078  28.8032  -9.5827
H  -29.6550  19.7434  0.0728
C  -39.5482  18.3886  -7.0713
H  -31.7870  25.0767  -5.5090
H  -25.8506  30.6626  -4.2729
H  -37.5828  25.7612  -10.1938
H  -44.0738  29.9381  2.2641
H  -26.1351  31.6070  2.1040
H  -43.9352  23.1567  -3.8317
H  -41.2342  18.9166  3.2224
O  -34.8614  23.8463  -5.1630
C  -34.4572  24.6699  -4.3914
C  -25.8465  26.2125  0.6992
H  -31.4027  25.2566  -14.4176
H  -25.1372  25.7352  0.0231
H  -43.3778  26.1737  3.7157
H  -45.7765  25.2406  -3.4898
H  -26.7655  26.2676  0.1156
O  -40.5381  20.6932  2.4842
C  -34.7621  25.4359  4.8357
H  -42.4800  36.3685  -3.4112
H  -42.3493  20.3334  3.5251
C  -30.1574  20.6038  -9.9677
H  -29.6791  19.4792  -8.3032
H  -34.3006  34.3952  -3.2692
H  -32.0624  15.8527  -3.4192
H  -34.4309  26.2393  2.5322
H  -40.3051  32.7723  -3.1264
C  -29.7195  19.3331  -9.3826
O  -41.0097  27.6460  -8.5143
H  -44.2277  23.6442  -6.6430
H  -38.9914  19.3217  -6.9852
H  -27.0435  30.0230  -6.8941
O  -33.1977  25.0184  -4.0017
O  -37.8695  15.1546  -7.2697
C  -41.0407  33.4284  -2.6612
O  -35.4534  25.2788  5.9527
O  -27.5096  28.0394  1.7531
C  -39.9227  27.9248  -9.1665
O  -31.4240  17.0730  -2.0078
O  -24.5276  21.7716  -5.7868
H  -37.1554  25.6885  -2.8934
H  -35.5815  24.2555  7.7470
C  -26.6636  30.6537  2.1175
C  -23.9812  22.8172  -8.3656
H  -36.8099  21.3194  1.0670
H  -30.6757  16.7024  -3.9018
O  -39.5476  29.0541  -9.6142
H  -43.8476  24.7636  -4.5281
C  -30.8633  18.1803  -1.6096
O  -34.2187  32.3413  -3.8167
C  -42.2540  35.4487  -2.8718
C  -32.0222  24.4727  -4.6327
H  -28.2822  27.6353  -13.5443
H  -33.6700  33.2497  -2.0009
C  -31.8745  18.9894  -10.0513
H  -36.1642  23.4271  6.2126
H  -41.0895  33.3065  -1.5792
H  -24.5425  22.8945  -9.2968
C  -39.3340  20.2079  2.2111
H  -23.0400  18.9727  -4.7419
H  -26.1492  25.6452  1.5793
H  -37.5285  20.8690  -0.4381
H  -24.4895  31.2167  -7.5249
C  -44.8376  23.2525  -5.8289
O  -45.0093  26.8494  2.6751
H  -32.1693  23.4908  -5.0825
C  -30.5984  19.3650  0.4666
C  -33.3909  32.0768  -4.9668
H  -26.8593  29.2747  -4.8679
C  -24.6903  28.9867  -5.1489
O  -30.3150  19.0928  -2.2696
H  -37.2915  19.5987  0.6946
H  -24.9223  27.9961  -5.5402
O  -39.2856  26.6999  -9.3357
O  -23.9881  29.5858  -6.2578
C  -24.1384  21.0409  -6.6810
O  -38.5219  17.3579  -7.1402
C  -23.9817  19.0416  -5.2864
C  -43.5920  26.7091  2.7907
O  -46.1020  23.7735  -6.0487
C  -41.3215  19.9828  3.4314
C  -38.0185  26.7249  -9.9303
H  -40.1570  18.2548  -6.1771
H  -32.6129  18.7261  -9.2941
H  -29.7786  20.6869  -10.9864
H  -40.8900  20.0572  4.4296
O  -23.8455  19.6908  -6.5503
O  -23.8631  21.4490  -7.9079
H  -38.1060  27.3057  -10.8486
H  -36.8674  26.3190  -4.5646
H  -40.3488  14.0137  -7.9249
O  -42.3667  33.1269  -3.1132
H  -31.6848  32.9634  -3.0381
H  -30.2984  19.0338  1.4608
C  -36.6361  25.5384  -3.8399
H  -45.9274  23.7389  -2.7878
O  -35.2477  25.3622  -3.5726
C  -38.7490  16.0346  -7.1617
O  -25.4325  27.5620  0.9954
H  -24.3700  18.0304  -5.4086
C  -29.7539  26.6301  -14.8711
O  -38.7004  19.3388  2.8326
C  -34.4101  27.0862  3.2181
C  -43.0907  28.1714  2.6973
C  -32.5267  33.3579  -5.1023
C  -29.3394  27.6195  -13.8095
H  -29.1386  25.7595  -14.6440
H  -29.8647  26.4205  -12.1277
H  -44.8804  22.1650  -5.8901
H  -31.1611  24.4073  -3.9677
H  -24.1865  28.8422  -4.1932
H  -40.4895  34.9240  -4.1561
H  -34.9834  27.8654  2.7157
C  -31.6120  20.5187  -10.0464
H  -31.2352  20.2496  0.4722
O  -38.8764  20.8437  1.1262
H  -27.5692  30.6965  1.5124
H  -43.4051  34.4582  -4.3957
H  -22.9802  23.2479  -8.3891
C  -43.1555  34.2925  -3.3477
H  -26.9201  30.4658  3.1600
H  -33.3965  27.4858  3.2494
C  -44.1594  28.9000  1.9430
H  -25.1597  29.6324  -8.1062
C  -26.1692  30.4643  -6.4157
H  -29.5571  26.8791  -15.9139
C  -45.7207  24.1861  -3.7601
H  -37.0711  24.6479  -4.2937
H  -32.0861  21.0317  -10.8832
H  -26.2795  31.5485  -6.3939
H  -30.2370  28.1190  -11.9618
H  -29.6096  28.6232  -14.1378
H  -47.3650  22.8563  -4.5638
H  -42.3401  35.7376  -1.8243
H  -31.9290  26.6487  -15.2503
H  -31.5309  33.2198  -5.5234
C  -24.8527  30.2275  -7.2462
C  -35.4311  24.0837  6.6812
H  -44.1076  28.7227  0.8687
H  -39.9575  35.3323  -2.5970
H  -41.6675  29.6112  -8.2206

## Properties
HOMO-LUMO gap: 9.5129 eV
energy above the lowest of the compared OMol25 structures with the same formula, charge and spin: 125.3 kcal per mole
HOMO energy: -9.381 eV

2.
Below is a structure of composition C30H19AsClF5O6PS2Ti in a non-equilibrium geometry, with properties calculated with ωB97M-V/def2-TZVPD.

CARTESIAN COORDINATES (ANGSTROEM)
C  3.1113  -0.6040  0.1276
C  -0.0594  -3.0179  2.1890
H  -7.4669  3.3485  3.2517
H  1.4479  1.6152  7.4032
C  1.2956  0.0967  3.8432
H  1.0336  -6.1351  2.9436
C  4.3543  -0.3610  -0.4472
S  -2.1692  1.4076  3.3914
H  6.2983  0.4776  -0.1685
C  -5.6732  3.0670  4.3913
Cl  1.9374  -1.4320  -0.8301
H  -0.9560  -2.5039  1.8709
C  1.4705  2.0209  5.2952
C  -5.9222  2.3858  2.1119
C  1.3959  1.4770  4.0247
P  1.1316  -0.5119  2.1262
H  3.2238  -2.4651  2.8267
F  -0.3809  -0.6836  -5.0303
H  3.1622  -4.8923  3.2036
F  3.0254  2.4554  -4.2744
H  3.6511  0.7363  3.1698
C  1.9546  1.7629  -3.8188
C  2.2561  -4.3701  2.9235
C  -4.3751  2.5765  4.3792
O  -0.9480  -0.8829  0.1036
H  1.3879  2.1381  3.1655
C  -0.0906  -4.3893  2.4115
C  2.2891  -3.0014  2.7089
C  1.0621  -5.0654  2.7775
C  -4.6264  1.8807  2.0699
H  1.5328  3.0945  5.4162
H  -3.7555  2.6337  5.2622
C  -0.3065  0.2669  -2.8471
O  -1.8699  1.4758  4.7931
H  4.5292  -0.6798  -1.4656
As  -4.2087  1.1630  0.2684
C  1.4159  1.1919  6.4073
F  1.7044  0.7104  -5.9098
C  1.2322  -0.7251  4.9629
H  1.2205  -0.8293  7.0999
H  -1.0223  -4.9259  2.2876
F  0.1028  1.4590  -0.7225
C  1.2880  -0.1776  6.2379
H  -4.0264  -1.1176  0.0240
H  -6.0651  3.5200  5.2931
C  -3.8530  1.9939  3.2320
C  0.4146  1.2003  -2.0727
C  1.2796  0.8728  -4.6412
O  -2.5198  1.5332  0.1255
H  5.8332  1.1688  2.1776
Ti  -1.1530  0.4688  0.9204
C  1.5079  1.9144  -2.5257
H  1.1247  -1.7957  4.8495
O  -2.1123  0.0368  2.7981
O  -1.2850  2.2216  2.5304
C  0.2014  0.1594  -4.1712
C  3.8312  0.4256  2.1504
C  2.8157  -0.2088  1.4327
F  2.1547  2.7610  -1.6949
C  5.3342  0.2823  0.2837
C  1.1318  -2.3175  2.3450
S  -1.6303  -0.6944  -2.3405
O  -4.1274  -0.5522  0.8026
C  -6.4521  2.9706  3.2548
C  5.0732  0.6713  1.5890
H  -6.5378  2.3190  1.2206

## Properties
HOMO-LUMO gap: 6.0046 eV
net charge: -1
energy above the lowest of the compared OMol25 structures with the same formula, charge and spin: 26.5 kcal per mole
HOMO energy: -3.580 eV

3.
Below is a structure of composition C4H11AsMoN5S4, with properties calculated with ωB97M-V/def2-TZVPD.

CARTESIAN COORDINATES (ANGSTROEM)
H  1.7585  2.8266  -2.4891
N  0.7373  1.7722  -1.0146
H  -1.0603  1.4365  0.6351
N  1.4151  -2.7178  -1.3100
N  -0.2040  -2.1964  0.2586
C  0.1970  3.0397  -0.5049
H  0.1975  3.0437  0.5834
S  -3.5624  -0.4272  1.7445
H  1.6759  -0.3707  -1.6072
H  0.8502  3.8409  -0.8320
H  -0.8116  3.2291  -0.8758
Mo  -1.3558  -1.0710  1.5666
C  1.6422  1.7975  -2.1725
N  -0.6389  0.5462  0.4113
H  -0.2700  -3.1990  0.3701
H  2.6388  1.4316  -1.9194
H  1.3231  -3.7011  -1.1201
H  2.0871  -2.4480  -2.0064
H  1.2332  1.2433  -3.0197
C  0.6808  -1.8322  -0.6342
N  0.9322  -0.5199  -0.9514
C  0.3021  0.6312  -0.4771
S  -3.9939  -1.2978  5.3359
S  -2.1061  -3.2236  2.6962
S  -0.8041  -0.3546  3.6588
As  -2.8639  -1.4792  3.6739

## Properties
HOMO-LUMO gap (alpha / beta): 6.9529 / 7.3464 eV
net charge: +1
2S+1: 3
HOMO energy (alpha / beta): -11.171 / -11.353 eV

4.
Below is a cluster of 2 separate species, C10H4Cl3F10O3P in total in a non-equilibrium geometry, with properties calculated with ωB97M-V/def2-TZVPD.

CARTESIAN COORDINATES (ANGSTROEM)
H  -1.6973  -1.2057  2.9542
P  1.3282  -0.8754  2.1566
C  1.3702  1.2847  -3.0827
F  -1.7436  0.6718  1.7394
Cl  -6.0891  -3.4579  0.1689
Cl  -6.8072  -0.8080  -0.8036
C  -5.6519  -2.1448  -0.9374
F  4.6070  -0.4118  0.0441
C  3.3660  1.4076  -1.1689
F  -0.2355  -2.7269  0.8733
H  -0.6126  1.7164  5.2629
C  0.0970  0.9763  4.6748
O  0.7183  -0.0383  -3.1299
F  -0.2452  -0.5218  -0.2190
C  3.2032  0.0799  -0.2216
O  1.4311  1.9524  -4.2677
C  0.6728  0.0869  3.7187
H  -4.6624  -1.7741  -0.6580
C  1.9642  2.0298  -1.7469
Cl  -5.5758  -2.7365  -2.6059
C  2.5405  0.3540  1.2540
H  -0.2787  0.1407  -3.0736
F  4.2420  2.4407  -0.4993
F  2.2856  3.4428  -2.1743
F  2.5473  -1.0330  -0.9848
C  -0.2167  -1.2319  1.0875
F  4.1585  0.9661  -2.3744
C  -1.6496  -0.8196  1.8447
O  2.7898  1.5027  1.9412
F  -2.7284  -1.4194  0.9793
F  0.8723  2.1522  -0.7515

## Properties
HOMO-LUMO gap: 8.1145 eV
SMILES string: C#CP(C(=O)C(F)(F)C(F)(F)C(F)(F)C(=O)O)C(F)(F)C(F)F.ClC(Cl)Cl
HOMO energy: -10.358 eV

| no. | E (eV) |
| --- | --- |
| 1 | -119073.2638 |
| 2 | -184730.7932 |
| 3 | -117808.7984 |
| 4 | -90594.2559 |